1.
Here is 3 unconnected molecules or ions with the total composition C19H32N2O8P2 in a non-equilibrium geometry from the OMol25 dataset. Energies are from ωB97M-V with the def2-TZVPD basis set.

The total energy is -58154.7323 eV. As for the maximum force: 5.06 eV/Å. The calculation puts the HOMO-LUMO gap at 7.406 eV. Its SMILES is O=C1OC(=O)C(PP(=O)(O)O)=C1Cc1ccccc1.COC[C@@H](C)N.COC[C@@H](C)N.

Each line ends with the Löwdin charge.
Cartesian coordinates (Å):
O: -2.007280 7.393765 4.292419  0.12
C: -2.666423 7.323108 3.240156  -0.29
O: -3.541462 8.323493 2.707254  0.08
C: -3.923780 7.920957 1.363836  -0.32
O: -4.451357 8.722054 0.577418  0.11
C: -3.497629 6.403061 1.157208  -0.30
P: -3.859479 5.159075 -0.210294  0.86
P: -4.892786 3.510612 0.850094  0.44
O: -4.040691 2.227321 0.872720  -0.41
O: -6.419017 3.211382 0.139785  -0.22
O: -5.206392 3.930869 2.485450  -0.23
C: -2.710008 6.048717 2.285094  -0.10
C: -1.953962 4.701225 2.676026  -0.11
C: -0.621297 4.482705 1.811257  -0.16
C: -0.020889 5.510803 0.823566  -0.04
C: 1.263507 5.158085 0.000078  -0.07
C: 1.961021 3.787945 0.164348  -0.07
C: 1.391113 2.735542 1.169750  -0.06
C: 0.101408 3.093915 1.984972  -0.02
H: -2.644345 4.550513 -0.696227  -0.05
H: -6.258784 3.225288 -0.834547  0.07
H: -5.028325 3.146189 3.061118  0.09
H: -1.772038 4.742230 3.808809  0.14
H: -2.608225 3.764005 2.488554  0.10
H: -0.519454 6.527518 0.686255  0.09
H: 1.708403 5.895832 -0.753232  0.09
H: 2.907479 3.479659 -0.399799  0.09
H: 1.896731 1.716852 1.303705  0.09
H: -0.347037 2.345411 2.730487  0.10
C: 2.121436 -0.228683 -2.838919  -0.11
O: 1.656111 0.095588 -1.539295  -0.21
C: 0.326478 -0.341483 -1.264160  -0.20
C: 0.225133 -1.815222 -0.817698  -0.42
C: 0.355252 -2.809135 -1.968310  -0.07
N: 1.226292 -2.137990 0.207674  0.04
H: 1.323859 -0.187953 -3.585496  0.09
H: 2.593066 -1.213368 -2.835594  0.07
H: 2.888243 0.500154 -3.111892  0.09
H: -0.021874 0.284374 -0.435767  0.11
H: -0.336077 -0.130737 -2.112098  0.12
H: -0.769790 -1.956442 -0.381256  0.14
H: 1.383709 -2.911404 -2.321675  0.06
H: 0.029276 -3.803666 -1.649253  0.07
H: -0.269236 -2.511179 -2.815248  0.08
H: 1.076111 -1.531088 1.011982  0.07
H: 2.134343 -1.840664 -0.151517  0.07
C: 0.548082 -7.495903 -0.375966  -0.11
O: 0.992538 -6.237997 -0.855801  -0.20
C: 2.218839 -5.788805 -0.281921  -0.20
C: 3.481078 -6.371602 -0.951936  -0.43
C: 3.774494 -7.813074 -0.546245  -0.08
N: 3.398569 -6.295866 -2.416309  0.04
H: 0.791580 -7.645122 0.679375  0.09
H: 0.967368 -8.300527 -0.983345  0.07
H: -0.537973 -7.532974 -0.488915  0.09
H: 2.231548 -4.704339 -0.429922  0.10
H: 2.225164 -5.953827 0.802154  0.12
H: 4.333280 -5.765293 -0.625134  0.13
H: 3.102287 -8.528620 -1.024050  0.06
H: 4.791945 -8.089259 -0.838261  0.08
H: 3.694559 -7.938940 0.537170  0.08
H: 3.294148 -5.319345 -2.686698  0.07
H: 2.511157 -6.717740 -2.691937  0.07

Forces on atoms 1 to 2 (eV/Å):
-2.8 0.3 -4.0
1.2 -1.0 1.8



2.
Here is a single C19H32O4 molecule in a non-equilibrium geometry from the OMol25 dataset. Energies are from ωB97M-V with the def2-TZVPD basis set.

The total energy is -28412.4761 eV. For the energy relative to the best compared isomer or geometry (same formula, charge and spin), the calculation gives 0.0732 eV. As for the maximum force: 1.04 eV/Å. The calculation puts the HOMO-LUMO gap at 9.109 eV. Its SMILES is CCCCCCCCCCCCCCOc1ccc(C(=O)O)o1.

Each line ends with the Löwdin charge.
Cartesian coordinates (Å):
C: -6.098772 -4.097009 0.273970  -0.12
C: -5.055624 -3.231902 0.971874  -0.27
C: -5.204724 -1.739692 0.669717  -0.23
C: -4.828587 -1.378508 -0.765676  -0.22
C: -5.060439 0.096605 -1.098904  -0.22
C: -4.225943 1.088025 -0.286160  -0.22
C: -2.721735 0.942632 -0.504687  -0.22
C: -1.938256 2.037030 0.216330  -0.23
C: -0.433283 1.915515 -0.012235  -0.22
C: 0.339009 3.007745 0.724800  -0.22
C: 1.831453 3.025713 0.393170  -0.22
C: 2.566280 1.777592 0.879945  -0.20
C: 4.087304 1.902527 0.779202  -0.17
C: 4.588720 1.934351 -0.664806  -0.16
O: 4.182494 0.788868 -1.411552  0.03
C: 4.808814 -0.354520 -1.160952  -0.33
C: 4.550896 -1.592395 -1.706271  0.02
C: 5.501373 -2.456551 -1.142385  0.03
C: 6.274270 -1.700081 -0.292272  -0.18
C: 7.390624 -2.082791 0.546967  -0.49
O: 7.840022 -3.202586 0.620638  0.10
O: 7.895042 -1.054616 1.255848  0.12
O: 5.836922 -0.403284 -0.312085  0.12
H: -5.989723 -4.049908 -0.806365  0.06
H: -7.102059 -3.765434 0.533375  0.07
H: -5.992112 -5.135835 0.578572  0.07
H: -5.146505 -3.378943 2.051029  0.10
H: -4.055861 -3.560309 0.678038  0.11
H: -4.563350 -1.185867 1.357725  0.10
H: -6.237077 -1.436077 0.860011  0.12
H: -5.432533 -1.972156 -1.454557  0.10
H: -3.783191 -1.637921 -0.941919  0.11
H: -4.844739 0.248859 -2.159780  0.11
H: -6.117769 0.326440 -0.943156  0.11
H: -4.450583 0.978838 0.776143  0.10
H: -4.524367 2.098997 -0.576589  0.11
H: -2.386524 -0.029941 -0.140730  0.11
H: -2.506898 0.990367 -1.575087  0.12
H: -2.145965 1.982584 1.287887  0.12
H: -2.278146 3.014738 -0.134401  0.12
H: -0.099846 0.933451 0.327193  0.11
H: -0.224970 1.986332 -1.082449  0.12
H: 0.208162 2.879172 1.801934  0.11
H: -0.086860 3.977968 0.456464  0.11
H: 1.949028 3.125872 -0.687130  0.11
H: 2.281426 3.904629 0.862594  0.11
H: 2.304115 1.598606 1.925120  0.12
H: 2.245204 0.911299 0.299954  0.11
H: 4.420860 2.819493 1.268374  0.12
H: 4.554257 1.060570 1.293887  0.11
H: 5.681013 2.015697 -0.679162  0.13
H: 4.157347 2.776241 -1.208180  0.13
H: 3.783507 -1.824175 -2.413097  0.11
H: 5.621070 -3.504681 -1.322930  0.12
H: 8.637239 -1.371552 1.792732  0.13

Forces on atoms 1 to 2 (eV/Å):
0.2 0.1 0.1
-0.2 0.1 0.0



3.
Here is a molecular structure, C19H33AlN2O20PS in a non-equilibrium geometry from the OMol25 dataset. Energies are from ωB97M-V with the def2-TZVPD basis set.

The total energy is -90893.9083 eV. Its charge is -1. As for the maximum force: 1.87 eV/Å. The calculation puts the HOMO-LUMO gap at 5.946 eV.

Each line ends with the Löwdin charge.
Cartesian coordinates (Å):
N: -2.428382 0.306707 1.946344  -0.10
C: -2.412573 1.753525 1.552868  -0.36
Al: -0.533632 2.545184 1.907548  0.14
N: 0.224386 3.171851 0.282659  -0.12
P: -0.875365 4.302101 3.464750  0.17
O: -0.741391 3.574356 5.028719  -0.36
O: -2.417687 4.999529 3.259823  -0.33
S: 0.422598 5.745031 3.367466  0.11
H: -1.503334 0.051869 2.273939  -0.02
H: -3.084967 0.169691 2.702398  0.03
H: -3.176940 2.313349 2.137699  0.02
H: -2.600423 1.889644 0.469120  0.02
H: 0.303065 1.379289 2.628923  -0.07
H: -0.449538 2.905980 -0.445562  -0.05
H: 1.034888 2.579732 0.112067  -0.04
H: -1.652278 3.558958 5.341675  0.02
H: -3.069687 4.291767 3.268645  0.01
C: -3.345879 -0.397926 -2.808308  -0.12
C: -2.227073 -1.397580 -2.882551  -0.13
O: -1.068055 -0.593315 -2.622275  0.07
C: -1.475640 0.495619 -1.929341  -0.54
O: -0.741430 1.274449 -1.410445  0.13
O: -2.828901 0.577648 -1.900011  0.07
H: -4.268659 -0.826169 -2.430724  0.12
H: -3.545232 0.082250 -3.772500  0.14
H: -2.302400 -2.164009 -2.111911  0.11
H: -2.156426 -1.878729 -3.852571  0.10
C: 2.619221 3.784239 6.559842  -0.11
C: 3.395429 5.063856 6.491191  -0.12
O: 4.742250 4.631635 6.710796  0.05
C: 4.806394 3.324069 6.357084  -0.57
O: 5.821370 2.705580 6.262542  0.13
O: 3.576413 2.814071 6.123391  0.07
H: 1.743120 3.792404 5.911629  0.11
H: 2.305826 3.537635 7.578001  0.13
H: 3.331005 5.538229 5.509491  0.13
H: 3.088556 5.780022 7.251199  0.13
C: -0.201252 -4.605680 0.865931  -0.12
C: -0.092828 -3.407161 -0.036844  -0.11
O: -1.326675 -3.447617 -0.756703  0.03
C: -2.217514 -4.135037 -0.001790  -0.56
O: -3.379776 -4.207084 -0.238278  0.16
O: -1.611255 -4.729997 1.053501  0.07
H: 0.305599 -4.461981 1.818337  0.13
H: 0.174193 -5.519522 0.397332  0.13
H: -0.038097 -2.466826 0.516288  0.14
H: 0.755317 -3.467080 -0.716380  0.14
C: 8.459242 4.390646 4.538191  -0.12
C: 8.710517 3.199364 3.657522  -0.12
O: 9.919257 3.560243 2.983230  0.06
C: 10.564544 4.468053 3.756279  -0.58
O: 11.675376 4.844209 3.563787  0.15
O: 9.779196 4.888351 4.776703  0.06
H: 7.967848 4.124223 5.472194  0.12
H: 7.874616 5.166409 4.037457  0.14
H: 8.882786 2.284812 4.229701  0.14
H: 7.905269 3.024706 2.946769  0.14
C: -6.675089 -3.256924 -3.765656  -0.11
C: -6.406016 -4.464469 -4.620763  -0.12
O: -5.195143 -4.107259 -5.289188  0.07
C: -4.566940 -3.181473 -4.527821  -0.53
O: -3.452047 -2.801988 -4.717007  0.13
O: -5.363095 -2.747635 -3.527697  0.07
H: -7.170554 -3.505105 -2.829167  0.14
H: -7.260297 -2.495268 -4.286603  0.14
H: -6.230499 -5.366233 -4.029832  0.14
H: -7.202362 -4.659594 -5.336630  0.13
C: -0.608722 -4.448914 -7.139689  -0.12
C: -1.706527 -3.576601 -7.680858  -0.12
O: -2.041056 -4.218137 -8.913624  0.06
C: -1.667811 -5.517052 -8.810369  -0.57
O: -1.953594 -6.361630 -9.594370  0.16
O: -0.926730 -5.726889 -7.693342  0.06
H: -0.599948 -4.486457 -6.051790  0.13
H: 0.380677 -4.146792 -7.492630  0.13
H: -2.588057 -3.565070 -7.036772  0.11
H: -1.381177 -2.552083 -7.853026  0.14

Forces on atoms 1 to 2 (eV/Å):
-0.2 0.3 -0.5
0.6 0.5 0.4



4.
Here is a molecular structure, C19H33BiCl2N2O4 in a non-equilibrium geometry from the OMol25 dataset. Energies are from ωB97M-V with the def2-TZVPD basis set.

The total energy is -62292.0446 eV. As for the maximum force: 3.52 eV/Å. The calculation puts the HOMO-LUMO gap at 7.591 eV.

Each line ends with the Löwdin charge.
Cartesian coordinates (Å):
O: 0.539797 -0.369981 -2.183545  -0.10
C: -0.559933 0.251939 -2.216949  -0.37
C: -0.503558 1.696741 -2.702521  -0.21
C: 0.111435 2.691051 -1.956640  -0.08
H: 0.401732 2.493866 -0.915633  0.06
C: 0.384615 3.934558 -2.556555  -0.08
H: 0.948831 4.690897 -1.993862  0.11
C: -0.046394 4.190092 -3.863135  -0.10
H: 0.179072 5.148979 -4.342770  0.10
C: -0.749182 3.204734 -4.577292  -0.09
H: -1.099528 3.388642 -5.595601  0.10
C: -0.985341 1.964767 -3.986735  -0.04
H: -1.494625 1.162175 -4.523442  0.11
H: -1.371493 -0.216960 -2.850355  0.12
C: -2.604130 -1.018751 -0.791306  -0.15
C: -1.843221 0.279200 -0.646678  -0.45
H: -3.557390 -0.920928 -1.352493  0.09
H: -2.895758 -1.439485 0.189499  0.06
H: -2.014558 -1.795550 -1.298232  0.07
C: -2.488454 1.495345 -0.468721  -0.28
C: -3.959226 1.648856 -0.294226  -0.12
H: -1.946168 2.419982 -0.566576  0.07
H: -4.473428 1.997425 -1.210145  0.09
H: -4.202136 2.381416 0.489456  0.07
H: -4.457888 0.715389 -0.011664  0.06
Bi: -1.188604 0.370948 1.618079  1.39
Cl: 0.028678 2.612991 1.813990  -0.11
Cl: -3.292081 0.606046 2.920827  -0.12
H: 4.381552 1.264920 -1.648890  0.09
H: 4.614377 1.649216 0.970928  0.09
C: 3.315575 1.465504 -1.452189  -0.05
C: 3.514584 1.708977 1.023737  -0.05
N: 2.929381 1.003687 -0.118500  -0.18
H: 2.682427 0.952930 -2.184857  0.08
C: 2.286325 -0.172224 0.039434  -0.31
O: 1.660309 -0.507702 1.069023  -0.11
H: 3.145495 1.257912 1.949759  0.07
H: 2.339388 -0.833399 -0.842520  0.13
H: 3.157596 2.550681 -1.525618  0.09
H: 3.211618 2.764138 0.985454  0.08
H: -0.643229 -5.723797 1.749791  0.10
H: 1.308994 -5.590997 -0.188023  0.10
C: -1.183007 -5.090544 1.027941  -0.02
C: 0.626303 -4.870054 -0.669202  -0.03
N: -0.253416 -4.230849 0.309902  -0.17
H: -1.905000 -4.464307 1.563350  0.09
C: -0.133875 -2.943473 0.594494  -0.23
O: -0.863239 -2.357791 1.499927  -0.19
H: 1.219615 -4.105756 -1.188266  0.10
H: 0.607041 -2.384726 0.025053  0.12
H: -1.692738 -5.746900 0.309293  0.09
H: 0.031434 -5.439812 -1.401670  0.09
C: 1.095912 -0.185488 5.629151  -0.08
C: 1.203060 -0.319459 4.132124  -0.30
O: -0.080626 -0.825234 3.664081  -0.26
H: 0.383531 0.604224 5.872412  0.08
H: 2.039821 0.058380 6.111222  0.07
H: 0.752069 -1.131451 6.051404  0.08
H: 1.333571 0.650729 3.632731  0.07
H: 1.975318 -1.039951 3.821863  0.12
H: 0.078786 -1.551749 3.059908  0.01

Forces on atoms 1 to 2 (eV/Å):
-0.7 0.1 0.9
0.3 0.2 -1.8